Formula: C16H24O8
Source: the Open Molecules 2025 dataset
Level of theory: ωB97M-V/def2-TZVPD

**HOMO-LUMO gap**: 8.983 eV
**HOMO level**: -9.30 eV
**Relative energy (zero: lowest compared OMol25 entry of this formula, charge and spin)**: 294.3 kJ/mol
**Net charge**: 0
**Structure (SMILES)**: CCOCCOCC1=C(CCOC(C)=O)C(=O)OC1=O.CC(C)=O

Element x y z (Å)
C -1.0744 1.9200 3.3540
C -0.2299 2.9252 2.5209
O -0.6466 3.0545 1.1765
C -1.9270 3.6408 1.0430
C -2.6024 2.9572 -0.1581
O -2.6037 1.5709 0.0273
C -2.0726 0.8001 -1.0183
C -0.8296 0.0842 -0.5514
C 0.1500 -0.4441 -1.2830
C 0.1214 -0.5995 -2.7785
C 0.3641 0.6316 -3.6726
O 1.4747 0.4083 -4.5573
C 2.6639 0.2425 -3.9076
C 3.4808 1.4760 -3.5241
O 3.0923 -0.7947 -3.6544
C 1.2568 -0.7137 -0.3102
O 2.3751 -0.4745 -0.5511
O 0.7943 -0.8871 0.9950
C -0.5096 -0.3975 0.8240
O -1.3542 -0.7626 1.5647
H -0.4625 1.1754 3.8536
H -1.7874 1.4821 2.6535
H -1.6781 2.4487 4.0975
H -0.1284 3.8818 3.0494
H 0.7799 2.5074 2.4765
H -2.5346 3.5863 1.9512
H -1.8017 4.7119 0.8224
H -2.0736 3.3375 -1.0413
H -3.6238 3.3560 -0.2281
H -2.7835 0.1400 -1.5217
H -1.6549 1.4963 -1.7594
H 0.7416 -1.4566 -3.0388
H -0.8975 -0.9539 -2.9769
H -0.4746 0.7358 -4.3561
H 0.4578 1.5450 -3.0736
H 3.5437 1.4775 -2.4358
H 3.0177 2.3818 -3.9156
H 4.4871 1.3398 -3.9109
C 0.1555 -3.5947 1.9791
C 0.5280 -4.6530 2.9887
C 0.8170 -6.0386 2.4597
O 0.5930 -4.4046 4.1700
H -0.0252 -2.6567 2.4909
H 0.9705 -3.4578 1.2674
H -0.7552 -3.8883 1.4525
H 1.6592 -6.0052 1.7665
H -0.0637 -6.4352 1.9516
H 1.0703 -6.6964 3.2890